(1)
A molecular structure, C15H43K2O10 at a distorted geometry, computed with ωB97M-V with the def2-TZVPD basis set.

As for the energy: -69371.86581 eV. The total charge is +1. The energy relative to the best compared isomer or geometry (same formula, charge and spin) comes out at 1.9535 eV. For the orbital gap, the calculation gives 7.1 eV. As for the spin multiplicity: 1.

Structure (XYZ):
```
70
Properties=species:S:1:pos:R:3:nbo_charge:R:1
K -3.18120 -0.52603 -2.34574 0.98
K 0.43778 -1.17644 -3.52384 0.98
O 0.44364 0.31962 0.62237 -0.72
C -0.62075 -0.16377 -0.05059 0.99
O -0.40976 -1.09159 -0.86436 -0.90
O -1.66908 0.52117 -0.06085 -0.84
H 0.10250 1.10966 1.07586 0.51
C -2.77131 -3.86870 -0.37219 -0.66
C -2.61435 -4.22576 -1.83412 -0.07
O -3.42013 -3.31231 -2.61803 -0.76
H -2.48956 -4.71646 0.25958 0.24
H -3.80500 -3.72731 -0.05071 0.23
H -2.16230 -3.02476 -0.04924 0.22
H -2.92250 -5.25794 -2.01141 0.19
H -1.57583 -4.20563 -2.17605 0.16
H -2.92193 -3.09247 -3.40933 0.45
C -1.13718 -1.34842 3.91016 -0.65
C -2.07446 -2.06792 2.94332 -0.07
O -3.31888 -2.23301 3.65084 -0.72
H -0.07598 -1.53531 3.72568 0.22
H -1.30833 -1.74236 4.91112 0.23
H -1.30530 -0.27033 3.89827 0.20
H -1.70519 -3.04651 2.63781 0.19
H -2.25034 -1.50117 2.02295 0.15
H -3.57503 -1.33268 3.88252 0.46
C -5.37799 3.45826 0.41455 -0.63
C -3.89178 3.46929 0.05208 -0.05
O -3.20959 2.57146 0.93844 -0.76
H -5.62831 3.86947 1.39025 0.23
H -5.64801 2.40566 0.36462 0.20
H -5.89556 4.12471 -0.28148 0.21
H -3.41749 4.45508 0.07831 0.17
H -3.68301 3.08377 -0.95594 0.12
H -2.74401 1.90724 0.41259 0.50
C 4.66412 0.09479 -2.62167 -0.64
C 3.69855 0.15786 -1.45250 -0.06
O 2.38854 -0.25823 -1.84300 -0.81
H 5.45112 0.84295 -2.51541 0.23
H 4.25202 0.29322 -3.61493 0.21
H 5.16079 -0.87174 -2.72249 0.22
H 3.54830 1.19168 -1.11541 0.17
H 4.08022 -0.45410 -0.63057 0.18
H 1.83771 -0.22627 -1.04147 0.51
C 0.64155 2.97715 -2.21746 -0.65
C -0.54304 2.79452 -3.14608 -0.04
O -0.12171 2.77319 -4.51526 -0.70
H 1.42543 2.25803 -2.46786 0.21
H 0.41220 2.79239 -1.16434 0.22
H 1.06834 3.97898 -2.24767 0.23
H -1.31092 3.55341 -2.98428 0.19
H -0.99943 1.80722 -3.00973 0.09
H -0.36830 1.89054 -4.77507 0.44
C 2.52588 2.65224 2.27703 -0.63
C 3.79720 3.00683 1.46547 -0.07
O 4.32929 4.19520 2.04272 -0.71
H 2.65365 2.53319 3.34726 0.23
H 2.08685 1.75343 1.82107 0.19
H 1.70213 3.35143 2.10134 0.20
H 3.54523 3.12366 0.40906 0.16
H 4.48188 2.16789 1.64428 0.16
H 4.50173 4.77481 1.29204 0.47
C 3.09635 -3.26871 1.79379 -0.63
C 2.13119 -3.81065 0.74324 -0.07
O 0.84446 -3.32006 1.21000 -0.75
H 2.71173 -3.39761 2.80373 0.23
H 3.33052 -2.20353 1.71988 0.20
H 4.07426 -3.75991 1.75582 0.21
H 2.03001 -4.89017 0.86286 0.18
H 2.27754 -3.49295 -0.28803 0.16
H 0.42084 -2.83918 0.49624 0.47
```

---

(2)
A single C5H6FNO molecule at a distorted geometry, computed with ωB97M-V with the def2-TZVPD basis set.

As for the energy: -11536.00390 eV. Its SMILES is C=CNC(=O)/C=C\F. The total charge is 0. The energy relative to the best compared isomer or geometry (same formula, charge and spin) comes out at 2.1533 eV. For the orbital gap, the calculation gives 9.7 eV. As for the spin multiplicity: 1.

Structure (XYZ):
```
14
Properties=species:S:1:pos:R:3:nbo_charge:R:1
C 1.07541 2.26901 1.37851 -0.41
C 1.41886 1.43172 0.44103 -0.03
N 0.56271 0.48397 -0.16976 -0.64
C -0.29573 -0.29606 0.62003 0.65
O -0.42210 -0.09832 1.79646 -0.57
C -1.11656 -1.35456 -0.07112 -0.38
C -1.11112 -1.55999 -1.39277 0.28
F -0.24034 -0.93109 -2.24430 -0.35
H 1.74523 3.06041 1.68188 0.20
H 0.11811 2.27913 1.86601 0.21
H 2.46209 1.45430 0.11561 0.19
H 0.92501 0.21882 -1.05494 0.42
H -1.77536 -1.93361 0.54842 0.25
H -1.69948 -2.24132 -1.99571 0.19
```

---

(3)
A molecular structure, C22H42CeCl3N2O4Si at a distorted geometry, computed with ωB97M-V with the def2-TZVPD basis set.

As for the energy: -93047.25634 eV. The total charge is 0. The expectation value of S² is 0.75. For the orbital gap (spin up / spin down), the calculation gives 7.4 / 8.7 eV. As for the spin multiplicity: 2.

Structure (XYZ):
```
75
Properties=species:S:1:pos:R:3:lowdin_charge:R:1
C -1.53536 -2.18842 -3.12167 -0.04
C -1.08468 -2.93481 -1.90192 -0.24
H -1.56473 -2.87031 -3.98213 0.07
H -0.86577 -1.34273 -3.36038 0.07
H -2.54244 -1.76913 -2.95959 0.10
C -0.44158 -4.11492 -1.94520 -0.13
C 0.02495 -4.77091 -3.19831 -0.11
H -0.31371 -4.72608 -1.04982 0.10
H 0.26052 -4.05159 -3.99425 0.07
H -0.71580 -5.48724 -3.58441 0.08
H 0.93683 -5.34249 -2.98096 0.06
Ce 0.09957 0.90081 0.12878 0.16
Cl -2.39863 1.49180 0.67602 0.07
Cl 2.41828 1.89860 -0.71304 0.08
H 0.99844 5.17504 4.38501 0.09
H -1.11832 6.26876 3.70795 0.09
C 1.20003 4.85212 3.35550 -0.02
C -0.91606 5.97561 2.67132 -0.03
N -0.06851 4.78442 2.63501 -0.17
H 1.67203 3.86433 3.33907 0.09
C -0.35506 3.75077 1.84906 -0.28
O 0.42516 2.77345 1.65031 -0.19
H -1.85364 5.74425 2.15760 0.09
H -1.35098 3.77884 1.37740 0.08
H 1.85963 5.59883 2.88701 0.10
H -0.42977 6.82679 2.17515 0.10
H 1.23091 -1.72791 -2.12615 0.08
H 2.61157 -4.19868 -1.06393 0.09
C 2.27993 -1.44622 -1.94790 -0.01
C 3.39278 -3.43123 -0.94168 -0.04
N 2.79545 -2.11505 -0.75095 -0.15
H 2.36477 -0.35617 -1.85832 0.03
C 2.67608 -1.62737 0.49474 -0.25
O 1.92394 -0.67743 0.81891 -0.16
H 3.99593 -3.67199 -0.06050 0.09
H 3.27588 -2.16800 1.25589 0.16
H 2.88165 -1.79680 -2.79427 0.10
H 4.02257 -3.42172 -1.83656 0.09
O -0.58634 -1.01844 -0.59882 -0.41
C -1.36327 -2.19787 -0.60540 -0.33
C 0.08902 -3.50469 0.99602 -0.06
C -1.18209 -3.08428 0.63846 -0.16
H 0.91831 -3.17501 0.35492 0.09
C 0.28448 -4.38231 2.06636 -0.08
H -2.42977 -1.90966 -0.61071 0.14
C -2.28763 -3.53333 1.36136 -0.02
H 1.29797 -4.66824 2.33998 0.10
C -0.82899 -4.88876 2.74194 -0.10
C -2.11489 -4.47052 2.38380 -0.09
H -3.28932 -3.18948 1.07525 0.12
H -0.69171 -5.58323 3.57446 0.10
H -2.98578 -4.87952 2.89731 0.10
Si -0.53606 3.74925 -2.93858 0.28
Cl -0.57224 1.58739 -2.50518 0.40
C 1.22198 4.34935 -2.86728 -0.21
C -1.72556 4.58007 -1.77339 -0.19
C -1.17156 3.92696 -4.69255 -0.21
H 1.84750 3.77589 -2.16955 -0.06
H 1.22205 5.40769 -2.57078 0.04
H 1.65266 4.28137 -3.87742 0.04
H -0.45985 3.52700 -5.42560 0.03
H -1.31897 4.99822 -4.89457 0.04
H -2.13713 3.41704 -4.81898 0.03
H -1.83340 4.08511 -0.80003 -0.01
H -2.71077 4.57741 -2.26312 0.04
H -1.42605 5.63138 -1.63891 0.04
C -0.47559 -1.13646 4.59717 -0.07
C -0.43115 0.09854 3.71894 -0.25
O -0.05209 -0.26005 2.36553 -0.21
H -1.18373 -1.86618 4.19576 0.08
H -0.77545 -0.87505 5.61617 0.08
H 0.51342 -1.60200 4.65143 0.08
H -1.40425 0.58682 3.61286 0.11
H 0.28757 0.84387 4.09304 0.12
H 0.84688 -0.64544 2.37736 0.08
```

---

(4)
2 unconnected molecules or ions with the total composition C2H6NO3 at a distorted geometry, computed with ωB97M-V with the def2-TZVPD basis set.

As for the energy: -9801.95175 eV. The total charge is 0. The energy relative to the best compared isomer or geometry (same formula, charge and spin) comes out at 0.0334 eV. The expectation value of S² is 0.76. For the orbital gap (spin up / spin down), the calculation gives 11.4 / 7.2 eV. As for the spin multiplicity: 2.

Structure (XYZ):
```
12
Properties=species:S:1:pos:R:3:nbo_charge:R:1
O 0.33520 -1.91064 -0.13020 -0.58
C 0.17021 -0.74035 0.15405 0.74
O 0.88661 0.09980 0.72316 -0.43
C -1.28376 -0.13460 -0.11612 -0.27
N -2.26367 -1.10953 -0.51675 -0.69
H -1.15294 0.61853 -0.89142 0.24
H -1.66794 0.37951 0.76086 0.23
H -1.72110 -1.75824 -1.08759 0.39
H -2.68645 -1.60608 0.25503 0.38
H 2.75871 2.60506 -0.05034 0.46
H 1.41587 2.25025 0.31421 0.47
O 1.89303 3.01798 -0.06264 -0.94
```

---

(5)
2 unconnected molecules or ions with the total composition C4H9NO2 at a distorted geometry, computed with ωB97M-V with the def2-TZVPD basis set.

As for the energy: -9876.18389 eV. The total charge is 0. The energy relative to the best compared isomer or geometry (same formula, charge and spin) comes out at 3.8768 eV. For the orbital gap, the calculation gives 8.6 eV. As for the spin multiplicity: 1.

Structure (XYZ):
```
16
Properties=species:S:1:pos:R:3:nbo_charge:R:1
C 1.09964 1.94992 1.29154 -0.42
N 0.54673 1.22497 0.15008 -0.49
C 0.21771 -0.03829 0.23745 0.11
C 0.66885 -1.05786 -0.90419 0.72
O 1.75115 -0.66620 -1.35813 -0.69
O -0.04558 -2.03285 -1.08080 -0.66
C -2.08423 -1.29010 -0.24122 -0.67
H 0.40738 1.90144 2.13086 0.22
H 1.26676 2.99568 1.03342 0.22
H 2.05371 1.49268 1.58091 0.22
H 0.96989 1.43761 -0.75033 0.43
H -1.23432 -0.46068 -0.08620 0.16
H 0.15775 -0.42565 1.25548 0.21
H -1.91414 -2.29410 0.17815 0.24
H -2.30277 -1.40313 -1.31045 0.24
H -2.84105 -0.74879 0.30257 0.18
```